The following is a DFT calculation (ωB97M-V with the def2-TZVPD basis set) of 3 unconnected molecules or ions with the total composition C17H45N8O4P2 in a non-equilibrium geometry.

Structure (XYZ):
```
76
Properties=species:S:1:pos:R:3:mulliken_charge:R:1
C 1.23750 4.33365 -7.19501 -1.32
C 1.03913 3.96083 -5.74816 0.80
N 2.01523 3.91675 -4.92474 -0.78
C -0.34366 3.67703 -5.21132 -0.51
C -1.34704 3.03905 -6.18640 0.43
N -0.70588 2.14670 -7.15816 -0.56
C -2.27474 4.11894 -6.82500 0.20
O -2.01566 4.52073 -7.97730 -0.73
O -3.20900 4.46637 -6.07866 -0.74
H 0.39696 4.88306 -7.61717 0.27
H 2.18931 4.85358 -7.32371 0.47
H 1.30501 3.41375 -7.77510 0.28
H 2.88110 4.14756 -5.41355 0.25
H -0.77494 4.61467 -4.85371 0.35
H -0.23138 3.04187 -4.33254 0.02
H -2.02507 2.43275 -5.57744 0.17
H -1.36008 1.50101 -7.56830 0.24
H 0.10107 1.67324 -6.77651 0.19
O -1.39152 1.94099 -1.91899 -0.65
P -1.82323 1.74637 -0.52147 0.24
N -0.88662 0.44229 0.03603 0.24
C -1.25802 -0.62364 0.93436 -0.51
C 0.52694 0.76528 0.13979 -1.09
N -3.49700 1.29632 -0.74963 0.25
C -3.90483 -0.09733 -0.79551 -1.14
C -4.08833 2.02105 -1.88090 -1.19
N -2.07592 2.57009 0.98182 0.16
C -3.17048 2.17429 1.84211 -0.88
C -2.03958 4.03384 0.84144 -0.96
H -1.20619 -0.32859 1.99657 0.12
H -0.57252 -1.46478 0.79983 0.34
H -2.24458 -1.02113 0.73227 -0.04
H 0.75378 1.32595 1.06118 0.30
H 0.84407 1.36593 -0.71394 0.34
H 1.12279 -0.14889 0.13335 0.32
H -3.29116 -0.70923 -1.47084 0.36
H -4.94268 -0.15643 -1.12927 0.39
H -3.89996 -0.54840 0.19746 0.33
H -3.83585 1.57444 -2.84680 0.38
H -3.74989 3.05567 -1.90670 0.35
H -5.17549 2.02864 -1.77026 0.37
H -4.15311 2.42224 1.42915 0.30
H -3.04748 2.70369 2.79139 0.41
H -3.14332 1.10978 2.07127 0.20
H -2.92205 4.42598 0.31806 0.33
H -1.15364 4.33846 0.28203 0.31
H -1.97983 4.51067 1.82166 0.35
O 1.70272 -2.78286 1.87367 -0.63
P 2.34406 -3.40352 3.05386 0.29
N 1.73563 -4.98995 3.06734 0.23
C 1.38362 -5.81759 4.19835 -0.80
C 2.20564 -5.77929 1.94076 -1.18
N 1.67428 -2.43818 4.34878 0.30
C 0.49474 -2.87047 5.08172 -1.24
C 1.51376 -1.04137 3.94056 -1.08
N 3.86808 -3.67927 3.81888 0.12
C 3.95615 -3.67834 5.26536 -0.86
C 4.95296 -2.86987 3.24013 -0.95
H 2.25213 -6.31125 4.66284 0.30
H 0.70348 -6.60364 3.86072 0.36
H 0.84393 -5.27071 4.95987 0.12
H 3.22369 -6.16440 2.10314 0.32
H 2.20759 -5.17960 1.02996 0.29
H 1.53749 -6.62414 1.76818 0.40
H -0.33098 -3.18716 4.43013 0.35
H 0.14043 -2.04990 5.70815 0.39
H 0.73003 -3.67590 5.77705 0.37
H 0.60641 -0.87760 3.35128 0.25
H 2.35848 -0.70879 3.33758 0.32
H 1.47223 -0.41033 4.83160 0.44
H 3.80633 -2.68788 5.70441 0.32
H 4.95698 -4.02930 5.52951 0.40
H 3.25088 -4.37447 5.71688 0.22
H 4.86193 -1.80543 3.49485 0.32
H 4.95214 -2.95791 2.15241 0.32
H 5.92304 -3.22594 3.58940 0.36
```

## Properties
Charge: -1
E (eV): -57047.83998
HOMO (eV): -3.90
LUMO energy (eV): 1.8
HOMO-LUMO gap (hartree): 0.2082
Relative energy (zero: lowest compared OMol25 entry of this formula, charge and spin) (eV): 0.1905
Multiplicity: 1



The following is a DFT calculation (ωB97M-V with the def2-TZVPD basis set) of a molecular structure, C22H24F3O2V in a non-equilibrium geometry.

Structure (XYZ):
```
52
Properties=species:S:1:pos:R:3:mulliken_charge:R:1
V 21.16639 -21.41913 -23.29446 1.41
C 22.24287 -18.81675 -25.21723 -0.04
O 21.82123 -20.05611 -24.73881 -0.69
H 23.33143 -18.75104 -25.27408 0.37
H 21.84288 -18.62733 -26.21952 0.17
H 21.84963 -17.98323 -24.62940 -0.17
C 24.18628 -15.32095 -24.82913 -0.85
C 23.82588 -14.19699 -25.77995 0.96
O 24.19461 -13.06834 -25.56075 -0.56
C 22.92096 -14.46205 -26.94978 -0.63
H 23.35126 -15.90029 -24.43793 -0.13
H 24.62638 -14.80184 -23.97702 0.36
H 24.93518 -15.97180 -25.28293 0.42
H 22.71208 -13.53531 -27.47352 0.34
H 21.99848 -14.97840 -26.67480 0.00
H 23.41846 -15.18786 -27.60383 0.20
F 27.99625 -17.46760 -29.26710 -0.29
C 27.09985 -18.42631 -29.06482 0.06
C 25.87557 -18.10123 -28.53527 -0.31
C 24.88769 -19.04790 -28.28777 -0.23
C 25.16342 -20.36038 -28.59477 -0.50
C 26.42073 -20.71821 -29.08219 -0.42
C 27.37900 -19.77153 -29.35554 -0.36
H 25.65519 -17.06031 -28.32260 0.42
H 23.91931 -18.75047 -27.91093 0.48
H 24.42005 -21.12934 -28.42316 0.36
H 26.61321 -21.75990 -29.30154 0.36
H 28.34665 -20.03494 -29.76086 0.41
F 19.79932 -16.32577 -26.52657 -0.20
C 18.53715 -16.79738 -26.68108 0.41
C 17.54337 -15.88126 -26.93556 -0.42
C 16.27789 -16.36150 -27.12506 -0.43
C 16.01966 -17.71869 -27.24133 -0.44
C 17.04028 -18.65502 -27.00618 -0.57
C 18.29122 -18.15379 -26.65601 -0.22
H 17.69048 -14.81230 -27.00658 0.40
H 15.47808 -15.67217 -27.36650 0.34
H 15.02344 -18.06800 -27.47621 0.36
H 16.84588 -19.71600 -26.97256 0.36
H 19.06630 -18.87641 -26.42803 0.35
F 20.58543 -15.87124 -18.14982 -0.31
C 21.10601 -15.54149 -19.35043 0.31
C 21.87663 -14.37978 -19.47667 -0.49
C 22.39552 -14.06196 -20.72990 -0.54
C 22.11784 -14.91142 -21.79384 -0.35
C 21.38992 -16.06551 -21.63202 -0.17
C 20.87351 -16.41552 -20.37700 -0.48
H 21.96992 -13.74305 -18.60862 0.42
H 22.95909 -13.14224 -20.78737 0.40
H 22.41762 -14.66656 -22.80387 0.48
H 21.17357 -16.68004 -22.49766 0.24
H 20.29064 -17.31186 -20.22258 0.39
```

## Properties
Charge: +1
E (eV): -61126.69003
HOMO (alpha / beta) (eV): -11.16 / -11.16
LUMO energy (alpha / beta) (eV): -6.8 / -6.8
HOMO-LUMO gap (alpha / beta) (hartree): 0.1589 / 0.1597
Relative energy (zero: lowest compared OMol25 entry of this formula, charge and spin) (eV): 0.0962
Multiplicity: 4